Version one
11
Properties=species:S:1:pos:R:3 method="wB97M-V/def2-TZVPD" gap_ha=0.4033
O 1.81 -0.70 1.72
O 2.28 1.34 1.16
N 0.11 1.39 -0.38
N 1.59 0.33 1.13
N 0.60 0.26 0.28
C -0.37 -0.89 0.55
H -0.95 -1.01 -0.27
H 0.30 -1.70 0.88
H -0.17 2.17 0.16
H 0.45 1.60 -1.30
H -1.02 -0.68 1.45


Version two
11
Properties=species:S:1:pos:R:3 method="wB97M-V/def2-TZVPD" gap_ha=0.3695
O -0.16 2.66 0.37
O -0.62 2.35 -1.75
N -0.73 -0.30 -1.19
N -0.39 2.03 -0.62
N -0.38 0.67 -0.35
C 0.25 0.06 1.07
H -1.42 0.07 -1.83
H 0.13 -0.66 -1.76
H 1.22 0.50 1.02
H -0.34 0.34 1.89
H 0.27 -1.08 0.88


Computed stability ranking, most favorable first: version one, version two


Version one
20
Properties=species:S:1:pos:R:3 method="wB97M-V/def2-TZVPD" gap_ha=0.3799
N -3.26 -0.37 5.97
N -2.65 0.44 3.80
N -0.38 -1.19 -0.40
N 0.10 -2.14 1.80
C -2.37 0.43 6.46
C 0.00 0.00 0.00
C 0.48 0.17 1.31
C -3.27 -0.44 4.66
C 0.49 -0.89 2.18
C -0.35 -2.15 0.53
C -1.44 1.21 5.67
C -1.75 1.26 4.29
H -0.68 1.88 6.08
H -4.00 -1.04 4.10
H -0.08 0.74 -0.80
H -1.12 1.81 3.59
H -2.42 0.59 7.54
H 0.88 1.15 1.61
H 0.94 -0.83 3.18
H -0.83 -3.12 0.38


Version two
20
Properties=species:S:1:pos:R:3 method="wB97M-V/def2-TZVPD" gap_ha=0.2985
N -2.55 -0.96 -0.07
N -2.79 0.37 0.04
N 1.25 -2.71 -0.07
N 0.62 2.87 0.03
C -1.68 1.13 0.02
C 1.14 -1.28 0.00
C -1.36 -1.48 -0.06
C -0.15 -0.72 0.03
C 0.84 1.52 0.03
C 2.10 0.98 -0.04
C 2.24 -0.45 0.01
C -0.32 0.67 0.11
H 2.99 1.63 -0.09
H 2.28 -2.99 -0.25
H 0.94 -3.24 0.89
H -0.10 3.30 -0.57
H 3.24 -0.88 0.03
H 1.45 3.41 -0.03
H -1.94 2.20 0.14
H -1.31 -2.61 -0.21


Computed stability ranking, most favorable first: version two, version one


Version one
11
Properties=species:S:1:pos:R:3 method="wB97M-V/def2-TZVPD" gap_ha=0.4074
O -1.28 0.38 -0.48
O 0.26 -1.29 -0.71
C 1.12 -0.15 -0.03
C -1.01 -0.87 0.11
C -0.02 1.07 -0.27
H -0.25 1.70 0.66
H -0.77 -0.67 1.32
H 2.25 0.01 -0.64
H -1.93 -1.69 -0.04
H 0.23 1.77 -1.18
H 1.39 -0.26 1.27


Version two
11
Properties=species:S:1:pos:R:3 method="wB97M-V/def2-TZVPD" gap_ha=0.3743
O 2.71 0.42 -0.05
O -1.54 -0.31 -1.23
C 1.52 0.56 0.13
C 0.57 -0.51 0.44
C -0.69 -0.19 0.79
H 1.05 1.57 0.08
H -0.57 -0.50 -1.21
H -1.60 0.64 -1.38
H 0.92 -1.54 0.46
H -1.02 0.85 0.87
H -1.43 -0.92 1.11


Version three
11
Properties=species:S:1:pos:R:3 method="wB97M-V/def2-TZVPD" gap_ha=0.3414
O 0.18 -1.50 0.02
O -0.63 1.48 -0.70
C 0.45 -0.25 0.70
C -1.03 -1.88 -0.25
C 0.59 0.85 -0.36
H -1.17 0.83 -1.16
H 1.05 0.41 -1.25
H 1.40 -0.40 1.22
H -1.69 -1.16 0.32
H -0.36 -0.01 1.41
H 1.22 1.64 0.05


Version four
11
Properties=species:S:1:pos:R:3 method="wB97M-V/def2-TZVPD" gap_ha=0.4143
O 1.08 -1.27 0.78
O -1.13 -0.95 0.26
C 0.52 0.72 -0.40
C -0.54 1.83 -0.83
C -0.02 -0.57 0.24
H 0.79 -2.00 1.41
H 1.12 0.99 0.43
H 1.15 0.39 -1.25
H -0.94 2.61 0.13
H -1.46 1.39 -1.48
H 0.01 2.52 -1.61


Computed stability ranking, most favorable first: version four, version two, version three, version one


Version one
11
Properties=species:S:1:pos:R:3 method="wB97M-V/def2-TZVPD" gap_ha=0.3906
O 0.50 1.17 -0.09
O 0.34 -1.04 0.56
C -0.62 -0.75 -0.62
C -0.81 0.65 -0.12
C 1.23 0.12 0.54
H 1.55 0.49 1.53
H -0.05 -1.00 -1.52
H -1.64 -1.22 -0.69
H -1.55 1.39 -0.42
H -1.08 0.27 0.87
H 2.13 -0.09 -0.05


Version two
11
Properties=species:S:1:pos:R:3 method="wB97M-V/def2-TZVPD" gap_ha=0.4022
O -1.25 0.21 -0.36
O 1.43 1.13 -0.42
C -0.80 -0.95 0.29
C 0.90 0.94 0.64
C -0.49 0.39 0.81
H 1.43 1.14 1.59
H -1.04 0.75 1.68
H -0.03 -1.51 -0.23
H -1.57 -1.54 0.80
H 0.75 -0.19 -2.24
H 0.81 -0.76 -2.72


Version three
11
Properties=species:S:1:pos:R:3 method="wB97M-V/def2-TZVPD" gap_ha=0.3455
O -2.15 0.54 0.07
O -0.01 1.16 -1.06
C -1.02 -0.26 0.39
C 0.12 0.14 -0.20
C 1.45 -0.49 -0.05
H -1.57 0.77 1.01
H 2.23 0.25 0.17
H 1.71 -0.99 -0.98
H -1.00 1.29 -1.04
H -1.19 -1.18 0.93
H 1.43 -1.23 0.76


Computed stability ranking, most favorable first: version one, version three, version two


Version one
11
Properties=species:S:1:pos:R:3 method="wB97M-V/def2-TZVPD" gap_ha=0.3351
O -1.16 1.00 -0.53
O 2.51 0.60 -0.41
C -0.95 -0.40 0.13
C 1.30 0.55 -0.37
C 0.54 -0.75 0.26
H 0.85 -1.63 -0.32
H -1.31 1.69 0.14
H 0.87 -0.88 1.31
H -1.47 -1.03 -0.59
H -1.49 -0.34 1.07
H 0.32 1.18 -0.68


Version two
11
Properties=species:S:1:pos:R:3 method="wB97M-V/def2-TZVPD" gap_ha=0.4011
O -1.75 -1.43 0.14
O 0.35 -0.98 -0.49
C -1.03 0.87 -0.08
C 1.48 -0.37 0.20
C -0.90 -0.56 -0.17
H -2.12 1.16 -0.01
H -0.72 1.16 0.82
H 2.22 -1.16 -0.22
H 1.76 0.49 -0.18
H 1.35 -0.40 1.19
H -0.66 1.23 -1.19


Computed stability ranking, most favorable first: version two, version one


Version one
11
Properties=species:S:1:pos:R:3 method="wB97M-V/def2-TZVPD" gap_ha=0.3494
O 0.62 -1.24 1.81
O 0.35 0.99 1.80
C 0.67 -0.03 1.02
C -0.55 0.77 -1.33
C -0.57 -0.32 -0.58
H -0.98 -1.29 -0.70
H 1.50 0.15 0.40
H -0.26 0.62 2.54
H -1.25 0.97 -2.02
H 0.53 -1.88 1.10
H 0.16 1.61 -1.11


Version two
11
Properties=species:S:1:pos:R:3 method="wB97M-V/def2-TZVPD" gap_ha=0.3522
O 0.56 -0.73 -0.11
O -0.26 1.33 -0.01
C 1.88 -0.11 0.07
C -0.47 0.12 -0.05
C -1.84 -0.50 0.03
H -2.52 0.26 -1.22
H -2.37 0.00 1.58
H -1.53 -2.15 -0.01
H 2.17 0.37 -0.89
H 2.52 -0.92 0.30
H 1.91 0.56 0.92


Computed stability ranking, most favorable first: version one, version two


Version one
11
Properties=species:S:1:pos:R:3 method="wB97M-V/def2-TZVPD" gap_ha="0.3080 / 0.3081"
O -2.53 -0.09 0.91
O 0.96 -0.49 0.41
C -0.18 -0.08 0.99
C 1.22 -0.27 -0.85
C -1.47 -0.32 0.36
H 0.74 1.42 -0.56
H 0.18 1.49 0.05
H 0.42 -0.27 -1.58
H -1.44 -0.77 -0.66
H -0.11 -0.07 2.07
H 2.22 -0.56 -1.14


Version two
11
Properties=species:S:1:pos:R:3 method="wB97M-V/def2-TZVPD" gap_ha=0.3343
O 0.15 -0.78 -1.54
O -1.93 -0.11 0.43
C 0.90 -0.10 -0.62
C 2.09 0.38 -0.93
C -2.03 0.02 1.62
H 2.61 1.14 -0.36
H -3.02 -0.03 2.10
H 0.47 -0.14 0.38
H 2.59 0.26 -1.89
H -1.07 -0.04 2.19
H -0.77 -0.60 -1.37


Version three
11
Properties=species:S:1:pos:R:3 method="wB97M-V/def2-TZVPD" gap_ha=0.4196
O 1.06 1.61 0.31
O -0.89 0.83 -0.34
C 0.48 -0.79 0.07
C 0.63 0.62 -0.52
C -1.01 -0.50 0.22
H 0.99 0.71 -1.55
H 0.08 1.66 0.59
H 0.72 -1.59 -0.63
H -1.66 -1.11 -0.41
H -1.41 -0.50 1.24
H 1.03 -0.93 1.01


Version four
11
Properties=species:S:1:pos:R:3 method="wB97M-V/def2-TZVPD" gap_ha=0.3915
O 2.12 0.29 -0.41
O -2.20 -0.78 -0.67
C 1.73 0.87 0.57
C 0.41 1.55 0.77
C -1.94 -1.94 -0.44
H -0.06 1.05 1.62
H 0.51 2.62 0.97
H -1.97 -2.65 -1.28
H 2.39 0.91 1.47
H -1.64 -2.18 0.59
H -0.29 1.50 -0.06


Computed stability ranking, most favorable first: version four, version three, version two, version one


Version one
21
Properties=species:S:1:pos:R:3 method="wB97M-V/def2-TZVPD" gap_ha=0.3088
O 1.13 0.65 1.17
O 0.01 2.71 1.74
C -0.16 1.55 1.54
C -0.98 1.20 -0.33
C 0.31 0.96 -1.11
C 1.97 -1.98 0.18
C 0.67 0.13 0.06
C 0.57 -1.36 0.02
C -2.18 0.32 -0.57
H -2.94 0.50 0.19
H 0.23 0.41 -2.05
H 0.91 1.86 -1.21
H -1.22 2.25 -0.26
H 1.90 -3.07 0.20
H -0.06 -1.69 0.86
H 2.44 -1.64 1.11
H -1.96 -0.75 -0.55
H -0.73 0.82 2.12
H 0.11 -1.70 -0.91
H 2.62 -1.70 -0.65
H -2.64 0.53 -1.55


Version two
21
Properties=species:S:1:pos:R:3 method="wB97M-V/def2-TZVPD" gap_ha=0.3533
O 2.47 0.09 0.55
O 1.42 0.94 -1.30
C -1.75 0.26 0.16
C 0.25 -1.21 -0.13
C -0.97 1.60 -0.09
C -1.14 -0.95 -0.67
C 1.26 0.47 -0.03
C 0.69 -2.32 0.36
C 0.32 1.45 0.70
H 2.05 0.30 -1.68
H -1.66 -1.86 -0.68
H -1.74 -0.03 1.19
H 0.97 2.38 0.76
H 1.71 -2.39 0.55
H -0.63 1.58 -1.21
H -0.03 -3.14 0.35
H -2.86 0.38 -0.16
H 0.13 1.13 1.75
H -1.53 2.60 0.07
H 2.13 -0.50 1.21
H -1.09 -0.79 -1.69


Version three
21
Properties=species:S:1:pos:R:3 method="wB97M-V/def2-TZVPD" gap_ha="0.2749 / 0.2874"
O 0.25 1.81 -0.56
O -1.89 0.35 1.05
C 0.89 -0.37 -0.84
C -1.53 -0.72 0.21
C 2.33 1.34 0.62
C -0.96 -1.82 1.08
C -0.71 1.25 -1.29
C 1.12 0.92 -0.13
C -0.60 -0.21 -1.17
H -2.06 1.13 0.51
H 1.51 -0.44 -1.76
H -0.19 -1.42 1.74
H -0.95 -0.79 -2.02
H 3.24 1.12 0.05
H -2.44 -1.09 -0.30
H -0.53 -2.61 0.47
H 1.14 -1.25 -0.24
H 2.40 0.81 1.57
H -1.58 1.85 -1.50
H 2.30 2.41 0.82
H -1.75 -2.26 1.69


Version four
21
Properties=species:S:1:pos:R:3 method="wB97M-V/def2-TZVPD" gap_ha=0.3642
O 1.00 0.98 -0.29
O -0.47 -0.34 -1.83
C -1.25 -0.87 -0.70
C -0.67 2.14 -1.62
C 0.93 -1.72 2.83
C -0.66 -0.47 0.76
C 0.72 -0.28 0.55
C 0.28 -0.52 1.95
C 0.27 0.91 -1.59
H -1.54 2.13 -0.93
H 0.36 -1.99 3.66
H 1.34 -1.09 0.22
H -0.18 3.17 -1.82
H -1.19 0.46 1.13
H 0.20 0.49 2.56
H -1.13 -1.97 -0.64
H 1.82 -1.29 3.32
H 1.04 -2.68 2.29
H -2.34 -0.46 -0.87
H -1.16 2.00 -2.62
H 0.83 0.88 -2.46


Computed stability ranking, most favorable first: version two, version one, version three, version four